[1]
# C41H46I2N5O2PRuS2Si

C41H46I2N5O2PRuS2Si as an isolated structure (wB97M-V/def2-TZVPD, OMol25).

Total charge: +1
Energy relative to the best compared isomer or geometry (same formula, charge and spin) (kcal/mol): 14.6
HOMO (spin up / spin down) (eV): -9.864 / -10.597
Total energy (eV): -112428.050
Multiplicity: 6

```
101
Properties=species:S:1:pos:R:3:mulliken_charge:R:1
I -3.49146 3.56777 0.73231 0.216
I -2.17160 -0.12858 2.32927 -0.233
Ru 0.13096 0.38112 1.02486 0.320
S -1.05936 0.49245 -0.94566 0.510
S 1.13429 1.78671 -3.23423 -0.448
P -0.46626 0.76060 -2.97078 0.063
Si -0.09892 -2.18285 1.07843 1.283
O -0.39351 -0.68334 -3.58104 -0.332
O -1.79441 1.35667 -3.59168 0.022
N 2.32819 0.49591 1.45375 1.215
N -0.36479 4.23690 3.10792 -0.048
N 4.20054 0.48642 2.62708 -0.143
N 0.13516 2.57519 1.74284 1.204
N 0.68367 0.76868 3.75212 0.053
C -3.78398 2.52545 -3.00538 -1.219
C 1.25184 -2.35486 3.59914 -0.635
C 2.11644 0.87142 3.92276 -1.431
C 2.85423 0.57142 2.65508 -0.263
C 2.48477 -2.32605 -2.14653 -0.588
C -0.68199 -3.93526 4.78873 -0.696
C 4.67512 0.40987 -1.42882 -0.715
C -0.02574 5.22582 -0.84937 -0.580
C -1.45558 -1.57199 -4.07938 0.621
C -1.92163 3.66938 -4.28086 -1.567
C -0.53672 6.08462 1.36824 -1.174
C -4.82703 2.03997 0.68018 -0.936
C 5.86061 0.35632 -0.68436 -0.613
C -0.82010 -3.54649 3.46379 -0.906
C -2.29304 2.67734 -3.20247 1.950
C 2.64432 -2.92200 0.56096 -0.908
C 4.59592 0.39962 1.29777 0.815
C 0.13843 -2.74265 2.84640 1.025
C -2.67424 -1.61007 -3.18418 -0.703
C 0.02358 3.74008 0.98935 -0.643
C -3.34864 -4.75387 -1.12165 -0.661
C -1.46507 -3.11960 0.19020 0.922
C -1.76698 -1.19619 -5.51226 -1.575
C 1.39444 -2.73916 4.92405 -0.844
C -0.07537 1.94999 4.12929 -1.950
C 3.43630 0.43498 -0.81983 0.382
C -3.75575 -3.86240 -0.13994 -0.818
C -2.00350 -4.84637 -1.43889 -0.757
C -0.31245 4.79604 1.83803 0.770
C 3.64587 -2.87865 -1.62712 -0.870
C -2.82760 -3.06277 0.50842 -0.766
C 1.41451 -2.05943 -1.30894 -0.289
C 0.18989 3.94742 -0.37596 -0.143
C -1.07555 -4.04295 -0.79031 0.040
C -0.39216 6.27574 0.00733 -0.627
C 1.46506 -2.36222 0.05650 1.424
C -0.09793 2.91694 2.98580 0.349
C 3.72496 -3.17142 -0.27239 -0.822
C 3.40890 0.41551 0.56654 -0.770
C 5.84579 0.35425 0.69821 -1.168
C 0.42086 -3.52818 5.52379 -0.799
H -4.25795 2.21302 -3.93714 0.309
H -2.29600 4.65782 -4.01112 0.441
H -4.65021 1.23056 -0.00687 0.462
H -4.21858 3.47517 -2.69275 0.446
H -4.07441 -5.37779 -1.62711 0.427
H -1.82175 2.94878 -2.25214 -0.802
H -1.68979 -3.87406 2.90653 0.334
H -1.43842 -4.55881 5.24660 0.451
H -2.41227 -1.86797 -2.15881 -0.091
H -4.80183 -3.78901 0.12794 0.452
H -0.84096 3.72283 -4.40482 0.289
H -0.85403 -1.14791 -6.10423 0.358
H -0.96065 -2.54363 -4.04620 0.475
H 0.31683 2.44046 5.02830 0.534
H 0.30684 -0.07021 4.17488 0.298
H -1.66571 -5.55217 -2.18692 0.473
H -3.18121 -2.38394 1.26886 0.207
H -2.42362 -1.94938 -5.94945 0.495
H -0.55649 7.26122 -0.40676 0.415
H -0.60100 4.71090 3.96304 0.226
H 4.72936 0.43498 -2.50927 0.528
H 2.48804 0.23405 4.73130 0.422
H -0.80901 6.89771 2.02742 0.422
H -2.37152 3.37846 -5.23100 0.336
H -5.62911 2.03172 1.39758 0.379
H 2.52824 0.49739 -1.40222 -0.323
H 4.62489 -3.61502 0.13406 0.459
H 2.71560 -3.20996 1.60058 0.499
H 2.02531 -1.74873 3.13882 0.545
H 0.51452 -1.63282 -1.73400 0.172
H 6.75976 0.33809 1.27620 0.465
H 2.41212 -2.08568 -3.19971 0.521
H 0.47847 3.14101 -1.03845 0.086
H -3.99241 1.78191 -2.23667 0.004
H -3.34100 -2.38559 -3.56416 0.562
H 4.80509 0.55337 3.42842 0.274
H 2.38152 1.89967 4.19259 0.574
H 0.09324 5.42567 -1.90623 0.508
H -1.10127 1.64591 4.34081 0.479
H 0.52893 -3.83295 6.55627 0.402
H 2.27063 -2.44018 5.48699 0.455
H 4.48921 -3.08103 -2.27456 0.378
H -2.26968 -0.23084 -5.55498 0.177
H -3.20923 -0.66111 -3.19602 0.077
H -0.03364 -4.15900 -1.05044 0.438
H 6.80989 0.33377 -1.20227 0.423
```

***

[2]
# C41H46N3O2

A 2-piece molecular cluster, C41H46N3O2 overall (wB97M-V/def2-TZVPD, OMol25).

Total charge: +1
HOMO (eV): -8.515
Total energy (eV): -51821.338

```
92
Properties=species:S:1:pos:R:3:mulliken_charge:R:1
O 1.58029 -5.65304 -1.84732 -0.686
O -3.30498 6.18653 1.65310 -0.420
N -0.64087 -5.01168 -1.90188 0.263
N 2.19936 0.93840 2.43819 0.310
N -0.50816 -2.90274 -1.11533 0.605
C -1.13699 -6.27765 -2.37581 -0.944
C -2.57003 -4.25215 -0.59253 -1.596
C -6.32663 1.72041 -0.29339 -0.409
C -0.05790 1.80941 2.39284 -1.615
C -3.69548 0.64631 -0.05916 0.293
C -0.24868 4.31045 2.21246 -0.447
C -2.03863 -1.11474 -0.55959 -0.186
C 4.98241 -3.97393 -3.48859 -0.592
C 2.08987 0.40793 3.78550 -0.563
C 3.48871 0.66760 1.82996 -0.643
C -3.97372 2.01081 0.22793 0.005
C 1.27559 1.77754 1.90754 1.155
C 3.26764 4.01498 -0.46530 -0.846
C -5.26694 2.53331 0.14485 -0.755
C 1.69470 -2.52451 -2.24543 -0.403
C 5.15881 -3.59099 -1.09300 -0.641
C -1.49854 -3.86949 -1.62069 0.098
C -2.19362 -3.41679 -2.91279 -1.523
C 1.10023 3.52313 -1.43938 -0.910
C -2.96488 4.14466 2.79238 -0.594
C 2.92644 3.28188 0.67103 0.114
C 3.25475 -0.57996 3.93324 -0.705
C 4.12834 -0.43837 2.67509 -0.291
C -2.84999 7.38473 0.98271 -0.844
C -6.07792 0.38909 -0.65683 -0.755
C -0.77386 -1.67947 -0.62226 0.175
C 1.68550 2.60517 0.74256 -0.430
C 3.13715 -2.98105 -2.27996 0.555
C 0.69601 -4.81050 -1.71155 0.207
C -2.37336 0.07789 0.08104 0.050
C -0.81100 3.02983 2.48555 0.762
C -1.01822 5.44705 2.07342 -0.720
C -4.79682 -0.14344 -0.52702 -0.514
C -2.42103 5.32692 2.22131 0.782
C 0.87475 -3.36033 -1.25773 -0.113
C 2.35970 4.13388 -1.52706 -0.506
C 3.70650 -3.40212 -3.48567 -0.459
C 0.77023 2.77400 -0.31378 0.107
C 5.70166 -4.08764 -2.28864 -0.544
C -2.17157 3.02843 2.91712 -0.730
C 3.87300 -3.03410 -1.08834 0.047
H -3.77514 7.84117 0.62487 0.239
H 3.11487 -3.31338 -4.40315 0.339
H -4.03091 4.12878 3.00217 0.501
H 2.86572 -1.59801 4.01577 0.316
H -2.10468 -4.71567 0.28620 0.380
H 4.16221 -1.36648 2.09385 -0.052
H -0.29602 -6.96104 -2.51594 0.371
H -2.34678 8.06023 1.68799 0.330
H -0.21265 2.30258 -0.22312 0.359
H 3.41840 -2.67413 -0.15790 0.115
H 1.62938 -1.46711 -1.93962 0.424
H -5.45121 3.57167 0.42439 0.475
H -2.71122 -2.46550 -2.77275 0.360
H -3.13868 -3.37696 -0.27395 0.408
H 5.39933 -4.34528 -4.42619 0.373
H 3.62865 3.26815 1.51403 0.450
H -2.18507 7.16639 0.13469 0.352
H -6.88525 -0.24826 -1.02685 0.401
H 5.15396 -0.15259 2.93542 0.388
H 4.25181 4.48652 -0.52174 0.418
H -2.93830 -4.17132 -3.20004 0.492
H -0.48086 0.92357 2.86700 0.373
H -4.64769 -1.20076 -0.77209 0.368
H 3.41576 0.42019 0.75591 0.446
H 4.15184 1.53908 1.90063 0.019
H 3.82957 -0.35022 4.83562 0.287
H 1.36314 -3.36830 -0.26499 0.283
H -1.66466 -6.16180 -3.32946 0.316
H -2.59172 2.11418 3.34478 0.342
H -3.14272 2.65548 0.53171 0.498
H -0.56191 6.38808 1.76021 0.430
H 5.72063 -3.65331 -0.15801 0.390
H 1.10824 -0.04499 3.97082 0.299
H -1.83321 -6.71549 -1.65245 0.304
H -2.83102 -1.64310 -1.09424 -0.492
H 6.68935 -4.55430 -2.28733 0.373
H 0.10314 -1.10379 -0.29773 0.840
H -7.34413 2.11641 -0.35032 0.388
H 1.24518 -2.62272 -3.24918 0.285
H -3.26693 -4.96481 -1.05112 0.476
H -1.62151 0.58327 0.68468 0.150
H 2.20311 1.22284 4.52164 0.303
H -1.46359 -3.30579 -3.72561 0.358
H 0.83050 4.40008 2.07997 0.497
H 0.37184 3.60744 -2.24991 0.475
H 2.63740 4.68329 -2.42746 0.408
```